# 1
C6H16OP | the ωB97M-V functional and the def2-TZVPD basis

- Energy: -17809.404 eV
- Net charge: +1
- LUMO level: -4.62 eV
- E_HOMO: -13.57 eV
- Spin multiplicity: 1
- M: 135.2 g mol⁻¹

XYZ file:
```
24
Properties=species:S:1:pos:R:3:nbo_charge:R:1
C 0.146 -1.534 2.591 -0.724
C -1.813 1.238 -0.447 -0.626
C 0.592 2.164 -0.361 -0.621
C 0.217 -0.620 -2.310 -1.073
C -0.052 -2.254 1.397 -0.135
C -0.393 1.010 -0.007 -0.553
O 1.973 -0.425 -0.224 -0.997
P 0.404 -0.565 -0.531 1.475
H -0.616 -0.743 2.767 0.248
H -0.049 -2.367 3.295 0.298
H 1.158 -1.155 2.671 0.261
H -1.848 1.633 -1.555 0.224
H -2.172 2.038 0.151 0.236
H -2.510 0.425 -0.409 0.230
H 0.827 2.164 -1.548 0.218
H 1.483 2.044 0.280 0.210
H 0.060 3.069 -0.025 0.250
H 0.487 0.315 -2.910 0.277
H -0.635 -1.096 -2.785 0.294
H 0.845 -1.401 -2.731 0.286
H -0.993 -2.497 0.930 0.225
H 0.777 -2.904 1.030 0.232
H -0.341 0.984 1.134 0.233
H 2.456 0.477 -0.400 0.533
```



# 2
C6H16P2S | the ωB97M-V functional and the def2-TZVPD basis

- Energy: -35888.899 eV
- LUMO level (alpha / beta): -0.11 / 0.06 eV
- E_HOMO (alpha / beta): -7.56 / -7.44 eV
- Spin multiplicity: 1
- M: 182.2 g mol⁻¹

XYZ file:
```
25
Properties=species:S:1:pos:R:3:nbo_charge:R:1
C -1.893 1.394 -0.592 -0.622
C -0.991 0.358 -2.676 -0.612
C 0.090 -0.143 -0.402 -0.559
C 2.352 -1.270 1.491 -0.566
C -1.184 0.129 -1.147 -0.199
C 0.305 0.039 1.038 -0.480
P 0.447 1.738 1.578 0.332
P -1.032 -0.730 2.144 0.262
S 2.159 -2.825 0.851 0.074
H -2.452 0.969 0.344 0.217
H -1.320 2.308 -0.530 0.211
H -2.701 1.508 -1.189 0.206
H -1.836 0.272 -3.350 0.221
H -0.149 -0.192 -3.131 0.208
H -0.662 1.386 -2.695 0.201
H 0.754 0.629 -0.953 0.198
H 0.302 -1.178 -0.552 0.230
H 2.539 -0.610 0.664 0.216
H 2.670 -0.968 2.477 0.222
H -1.920 -0.630 -0.894 0.195
H 1.630 1.946 0.799 -0.034
H 1.308 1.490 2.702 -0.021
H -0.661 -2.003 1.563 -0.015
H -0.179 -0.641 3.336 -0.009
H 2.953 -2.746 -0.219 0.122
```



# 3
C6H16S2 | the ωB97M-V functional and the def2-TZVPD basis

- Energy: -28150.815 eV
- LUMO level: 0.87 eV
- Structure (SMILES): CCSC.CCSC
- E_HOMO: -8.42 eV
- Spin multiplicity: 1
- M: 152.3 g mol⁻¹

XYZ file:
```
24
Properties=species:S:1:pos:R:3:nbo_charge:R:1
C 0.710 -1.315 1.774 -0.524
C -0.382 -1.278 2.888 -0.619
C 0.665 -2.688 -0.861 -0.785
S 0.377 -2.839 0.861 0.197
H 0.665 -0.472 1.083 0.206
H 1.710 -1.298 2.201 0.212
H -0.426 -2.264 3.392 0.216
H -1.423 -1.132 2.590 0.219
H 1.716 -2.844 -1.149 0.209
H 0.179 -3.507 -1.387 0.241
H 0.424 -1.750 -1.389 0.219
H -0.129 -0.497 3.629 0.210
C -1.048 2.355 -1.855 -0.568
C -0.863 0.874 -2.196 -0.634
C 0.704 2.203 0.411 -0.761
S 0.433 3.037 -1.202 0.195
H -1.233 2.975 -2.750 0.235
H -1.961 2.639 -1.267 0.215
H -0.830 0.836 -3.307 0.219
H -1.735 0.258 -1.934 0.214
H 0.233 1.217 0.448 0.215
H 1.762 2.037 0.695 0.230
H 0.404 3.002 1.103 0.229
H 0.046 0.453 -1.776 0.211
```



# 4
C6H17B2F2O4S | the ωB97M-V functional and the def2-TZVPD basis

- Energy: -32312.246 eV
- Net charge: -1
- LUMO level: 3.07 eV
- E_HOMO: -5.66 eV
- Spin multiplicity: 1
- M: 244.9 g mol⁻¹

XYZ file:
```
32
Properties=species:S:1:pos:R:3:nbo_charge:R:1
C 4.848 2.422 1.992 -0.617
C 3.955 2.070 0.626 -0.796
B 3.151 0.664 0.911 0.912
O 3.636 -0.548 0.174 -0.961
B 1.895 0.440 1.957 -0.167
F 2.367 0.823 3.319 -0.533
S 0.309 1.345 1.477 2.031
O 0.461 2.838 1.856 -0.904
O -0.135 1.121 0.006 -0.920
F -0.939 0.671 2.501 -0.542
H 5.919 2.810 1.707 0.196
H 4.970 1.387 2.567 0.200
H 4.222 3.151 2.660 0.229
H 3.280 2.980 0.336 0.240
H 4.766 1.857 -0.215 0.199
H 4.249 -1.025 0.837 0.483
H 1.633 -0.717 1.966 -0.043
C -3.448 -0.444 -0.113 -0.643
C -2.300 -0.793 -1.047 -0.084
O -2.229 -2.180 -1.366 -0.538
C -3.366 -2.738 -2.021 -0.060
C -3.678 -2.081 -3.355 -0.643
H -3.371 -1.016 0.819 0.213
H -3.434 0.625 0.127 0.226
H -4.419 -0.673 -0.557 0.181
H -1.357 -0.536 -0.553 0.246
H -2.340 -0.195 -1.962 0.149
H -4.235 -2.714 -1.355 0.155
H -3.140 -3.797 -2.194 0.176
H -3.919 -1.022 -3.243 0.207
H -4.533 -2.572 -3.830 0.201
H -2.816 -2.151 -4.027 0.210
```



# 5
C6H17ClFN2O3P2S | the ωB97M-V functional and the def2-TZVPD basis

- Energy: -60265.671 eV
- Net charge: +1
- LUMO level: -3.57 eV
- E_HOMO: -12.49 eV
- Spin multiplicity: 1
- M: 313.7 g mol⁻¹

XYZ file:
```
33
Properties=species:S:1:pos:R:3:nbo_charge:R:1
C -0.458 -0.604 -4.309 -0.669
C 0.167 -1.098 -3.042 0.351
F 0.294 -2.453 -3.152 -0.337
N 1.588 -0.633 -2.819 -0.962
P 2.177 -1.122 -1.156 1.449
N 1.422 -0.476 0.026 -1.237
P 1.758 1.207 -3.257 1.292
O 3.031 1.128 -4.242 -0.959
Cl 2.537 2.107 -1.630 -0.183
H 0.277 -0.549 -5.100 0.212
H -0.899 0.367 -4.198 0.258
H -1.179 -1.348 -4.588 0.274
H -0.444 -0.923 -2.170 0.215
H 2.153 -1.154 -3.498 0.442
H 2.009 -2.517 -1.123 -0.019
H 3.564 -0.891 -1.234 -0.035
H 0.713 0.164 -0.328 0.400
H 2.946 0.360 -4.831 0.507
C -1.406 0.679 4.672 -0.407
C -1.090 -0.593 3.873 -0.402
C -1.754 -0.445 2.497 -0.677
S -1.832 1.320 2.167 2.171
O -3.211 1.719 2.120 -0.929
O -0.913 1.648 1.098 -0.977
C -1.131 1.845 3.726 -0.672
H -0.802 0.749 5.574 0.233
H -2.456 0.679 4.969 0.221
H -0.010 -0.689 3.751 0.211
H -1.443 -1.488 4.382 0.231
H -1.178 -0.928 1.711 0.245
H -2.774 -0.826 2.498 0.251
H -1.597 2.777 4.037 0.263
H -0.062 1.989 3.576 0.240
```



# 6
C6H17F3HfNO3 | the ωB97M-V functional and the def2-TZVPD basis

- Energy: -23567.800 eV
- Net charge: +1
- LUMO level: -6.21 eV
- E_HOMO: -11.05 eV
- Spin multiplicity: 1
- M: 386.7 g mol⁻¹

XYZ file:
```
31
Properties=species:S:1:pos:R:3:lowdin_charge:R:1
Hf -0.258 -1.756 -2.914 1.769
F -0.885 -0.908 -1.545 -0.377
F 0.483 -2.361 -1.405 -0.305
F -1.417 -2.788 -2.098 -0.276
C 1.956 0.635 0.799 -0.029
C 0.877 -0.438 0.911 -0.282
C -0.435 0.144 1.468 -0.176
O -1.341 -0.937 1.803 -0.172
C -1.392 -1.187 3.216 -0.085
N 0.629 -1.111 -0.375 0.032
H 2.860 0.168 0.409 0.100
H 2.133 0.911 1.839 0.102
H 1.671 1.566 0.308 0.048
H 1.223 -1.077 1.724 0.152
H -0.912 0.696 0.658 0.040
H -0.147 0.870 2.229 0.136
H -0.420 -1.330 3.687 0.084
H -2.031 -2.047 3.418 0.090
H -1.858 -0.289 3.621 0.089
H 1.558 -1.427 -0.614 0.128
H 0.292 -0.675 -1.221 -0.082
C -1.066 1.632 -1.720 -0.131
C 0.493 1.819 -1.539 -0.133
O 1.078 0.545 -1.629 -0.152
O -1.598 0.949 -0.583 -0.067
H -1.304 0.971 -2.553 0.086
H -1.447 2.643 -1.871 0.136
H 0.783 2.057 -0.516 0.096
H 0.956 2.470 -2.281 0.140
H 0.905 0.232 -2.520 0.034
H -1.386 0.021 -0.707 0.005
```